Entry 1:
Here is a molecular structure, C11H14BrIN2O4Rh from the OMol25 dataset. Energies are from ωB97M-V/def2-TZVPD.

Geometry as ORCA input:
```
! wB97M-V def2-TZVPD RIJCOSX def2/J DEFGRID3
* xyz 1 1
Rh -0.15 -0.12 0.45
C -1.82 -2.16 -1.35
O -0.53 -1.84 -0.76
C 0.11 -2.94 -0.09
C -0.13 -2.85 1.40
O 0.44 -1.58 1.81
C 0.29 -1.33 3.24
H -1.66 -2.93 -2.10
H -2.18 -1.25 -1.82
H -2.52 -2.48 -0.59
H 1.17 -2.86 -0.31
H -0.26 -3.89 -0.49
H 0.38 -3.65 1.93
H -1.19 -2.85 1.64
H 0.88 -2.09 3.76
H -0.76 -1.39 3.51
H 0.69 -0.34 3.42
Br 1.21 5.15 -3.29
C 0.52 3.74 -2.27
C 0.00 2.62 -2.93
N -0.49 1.58 -2.27
C -0.49 1.66 -0.95
C 0.03 2.70 -0.20
C 0.55 3.78 -0.89
C 0.12 2.56 1.30
O 0.08 3.50 2.04
O 0.36 1.31 1.70
H -0.01 2.57 -4.01
H -1.22 0.90 -0.47
H 0.96 4.63 -0.35
N 2.77 -0.03 -0.85
C 1.74 -0.06 -0.35
H 3.67 0.05 -1.28
I -2.58 -0.09 1.44
*
```

The energy relative to the best compared isomer or geometry (same formula, charge and spin) is 0.2934 eV. The LUMO energy comes out at -0.1767 Eh.

Computed Löwdin charges, given in elementary charges: atom 1 (Rh): 0.81, atom 2 (C): -0.07, atom 3 (O): -0.36, atom 4 (C): -0.15, atom 5 (C): -0.17, atom 6 (O): -0.36, atom 7 (C): -0.04, atom 8 (H): 0.11, atom 9 (H): 0.09, atom 10 (H): 0.07, atom 11 (H): 0.13, atom 12 (H): 0.15, atom 13 (H): 0.15, atom 14 (H): 0.10, atom 15 (H): 0.11, atom 16 (H): 0.06, atom 17 (H): 0.09, atom 18 (Br): 0.84, atom 19 (C): -0.65, atom 20 (C): -0.15, atom 21 (N): 0.11, atom 22 (C): -0.26, atom 23 (C): -0.11, atom 24 (C): -0.01, atom 25 (C): -0.56, atom 26 (O): 0.15, atom 27 (O): -0.21, atom 28 (H): 0.11, atom 29 (H): -0.01, atom 30 (H): 0.14, atom 31 (N): 0.25, atom 32 (C): -0.03, atom 33 (H): 0.13, atom 34 (I): 0.54

---

Entry 2:
Here is a molecular structure, C9H21INOP2STc at a distorted geometry from the OMol25 dataset. Energies are from ωB97M-V/def2-TZVPD.

Geometry as ORCA input:
```
! wB97M-V def2-TZVPD RIJCOSX def2/J DEFGRID3
* xyz 3 4
C 0.17 -0.26 -2.61
I -2.30 -0.37 -2.22
H 1.09 -0.35 -1.97
H 0.13 0.66 -3.17
H 0.01 -1.15 -3.27
Tc -0.57 0.00 -0.22
P 0.00 2.21 -0.03
C -1.35 3.28 -0.56
C 0.57 3.00 1.53
H 0.78 4.05 1.28
H 1.54 3.85 -0.99
H 1.49 2.51 1.89
H 2.25 2.20 -0.74
H -2.19 3.11 0.15
H -0.19 2.95 2.33
C 1.36 2.75 -1.12
H -1.01 4.33 -0.52
H 1.17 2.49 -2.18
H -1.69 3.04 -1.59
P 0.01 -2.20 0.28
C -1.36 -3.38 -0.01
C 1.27 -2.70 -0.95
H 1.60 -2.24 2.13
H 0.94 -3.87 1.74
H -0.06 -2.67 2.64
C 0.71 -2.81 1.88
H 2.18 -2.15 -0.68
H 1.41 -3.78 -0.86
H -0.94 -4.38 0.15
H -1.75 -3.25 -1.03
H 0.90 -2.41 -1.94
H -2.14 -3.15 0.74
C -2.41 0.07 0.41
O -3.53 0.10 0.73
S -0.75 0.00 2.32
C 0.80 0.19 2.96
N 1.84 0.34 3.52
*
```

The energy relative to the best compared isomer or geometry (same formula, charge and spin) is 0.5802 eV. The LUMO energy (alpha / beta) comes out at -0.4927 / -0.5350 Eh.

Computed Löwdin charges, given in elementary charges: atom 1 (C): -0.23, atom 2 (I): 1.25, atom 3 (H): 0.05, atom 4 (H): 0.01, atom 5 (H): 0.03, atom 6 (Tc): 0.50, atom 7 (P): 0.68, atom 8 (C): -0.23, atom 9 (C): -0.22, atom 10 (H): 0.09, atom 11 (H): 0.10, atom 12 (H): 0.05, atom 13 (H): 0.07, atom 14 (H): 0.07, atom 15 (H): 0.06, atom 16 (C): -0.22, atom 17 (H): 0.10, atom 18 (H): 0.06, atom 19 (H): 0.06, atom 20 (P): 0.70, atom 21 (C): -0.21, atom 22 (C): -0.21, atom 23 (H): 0.05, atom 24 (H): 0.09, atom 25 (H): 0.05, atom 26 (C): -0.21, atom 27 (H): 0.08, atom 28 (H): 0.09, atom 29 (H): 0.09, atom 30 (H): 0.03, atom 31 (H): 0.02, atom 32 (H): 0.07, atom 33 (C): -0.62, atom 34 (O): 0.17, atom 35 (S): 0.90, atom 36 (C): -0.61, atom 37 (N): 0.26

---

Entry 3:
Here is 4 unconnected molecules or ions with the total composition C12H33NO7 at a distorted geometry from the OMol25 dataset. Energies are from ωB97M-V/def2-TZVPD.

Geometry as ORCA input:
```
! wB97M-V def2-TZVPD RIJCOSX def2/J DEFGRID3
* xyz 0 1
N -22.01 -40.66 69.99
H -22.90 -40.43 70.14
H -21.71 -39.96 69.28
H -21.83 -41.61 69.80
H -21.50 -40.56 70.83
O -18.95 -40.70 70.28
H -18.90 -41.51 70.73
C -20.19 -43.59 68.41
O -21.26 -42.87 67.79
C -20.92 -41.97 66.80
C -21.99 -41.16 66.39
O -22.54 -40.46 67.20
C -23.03 -39.25 66.62
C -23.97 -38.49 67.52
O -23.17 -38.20 68.80
C -23.96 -37.54 69.80
H -19.64 -44.32 67.65
H -20.48 -44.44 69.13
H -19.63 -42.87 69.00
H -20.40 -42.54 66.07
H -20.17 -41.18 67.28
H -22.87 -41.90 66.04
H -21.84 -40.44 65.49
H -23.65 -39.54 65.76
H -22.42 -38.62 66.35
H -25.10 -39.04 67.69
H -24.14 -37.60 67.12
H -24.97 -37.95 69.72
H -23.90 -36.66 69.68
H -23.68 -37.68 70.94
C -23.59 -43.33 71.33
O -24.20 -42.57 70.36
C -25.35 -41.85 70.88
C -25.22 -41.15 72.24
O -24.03 -40.60 72.17
C -23.81 -39.88 73.35
C -22.41 -39.19 73.26
O -21.48 -40.19 73.24
C -20.14 -39.66 73.15
H -24.17 -43.83 72.15
H -22.80 -42.79 71.85
H -23.14 -44.24 70.85
H -26.15 -42.56 70.88
H -25.37 -41.14 69.94
H -25.30 -42.03 72.99
H -26.08 -40.54 72.38
H -23.44 -40.54 74.26
H -24.59 -39.13 73.68
H -22.14 -38.48 74.08
H -22.40 -38.53 72.25
H -20.02 -39.01 74.03
H -19.76 -38.98 72.44
H -19.24 -40.38 72.82
*
```

The energy relative to the best compared isomer or geometry (same formula, charge and spin) is 9.4108 eV. The LUMO energy comes out at 0.0144 Eh.

Computed Löwdin charges, given in elementary charges: atom 1 (N): 0.37, atom 2 (H): 0.03, atom 3 (H): 0.15, atom 4 (H): 0.09, atom 5 (H): 0.08, atom 6 (O): -0.51, atom 7 (H): -0.21, atom 8 (C): -0.10, atom 9 (O): -0.20, atom 10 (C): -0.24, atom 11 (C): -0.42, atom 12 (O): -0.08, atom 13 (C): -0.14, atom 14 (C): -0.08, atom 15 (O): -0.19, atom 16 (C): -0.06, atom 17 (H): 0.12, atom 18 (H): 0.10, atom 19 (H): 0.05, atom 20 (H): 0.12, atom 21 (H): 0.18, atom 22 (H): 0.18, atom 23 (H): 0.16, atom 24 (H): 0.15, atom 25 (H): 0.05, atom 26 (H): 0.19, atom 27 (H): 0.06, atom 28 (H): 0.09, atom 29 (H): -0.03, atom 30 (H): 0.12, atom 31 (C): -0.16, atom 32 (O): -0.20, atom 33 (C): -0.14, atom 34 (C): -0.29, atom 35 (O): -0.14, atom 36 (C): -0.18, atom 37 (C): -0.28, atom 38 (O): -0.20, atom 39 (C): -0.12, atom 40 (H): 0.10, atom 41 (H): 0.08, atom 42 (H): 0.10, atom 43 (H): 0.11, atom 44 (H): 0.16, atom 45 (H): 0.16, atom 46 (H): 0.12, atom 47 (H): 0.17, atom 48 (H): 0.15, atom 49 (H): 0.13, atom 50 (H): 0.14, atom 51 (H): 0.08, atom 52 (H): 0.05, atom 53 (H): 0.13

---

Entry 4:
Here is a molecular structure, C30H15BrCl3F2N7O3Pd from the OMol25 dataset. Energies are from ωB97M-V/def2-TZVPD.

Geometry as ORCA input:
```
! wB97M-V def2-TZVPD RIJCOSX def2/J DEFGRID3
* xyz 0 1
Pd -0.03 0.24 0.15
F -4.52 3.20 0.33
C -3.62 2.54 -0.42
C -2.58 1.89 0.22
C -1.66 1.21 -0.54
C -1.74 1.22 -1.94
C -2.81 1.89 -2.52
F -2.92 1.93 -3.86
C -3.77 2.55 -1.79
C -0.65 0.56 -2.66
C -0.56 0.29 -4.03
C 0.55 -0.37 -4.51
C 1.56 -0.75 -3.65
C 1.43 -0.47 -2.31
N 0.35 0.16 -1.85
H -2.51 1.99 1.29
H -4.59 3.08 -2.27
H -1.36 0.58 -4.68
H 0.61 -0.61 -5.56
H 2.44 -1.28 -4.00
H 2.16 -0.76 -1.56
Br 3.57 -2.04 12.57
C 3.11 -1.69 10.77
C 3.64 -2.49 9.76
C 3.29 -2.24 8.45
C 2.43 -1.19 8.13
C 1.91 -0.40 9.16
C 2.25 -0.65 10.48
N 2.02 -0.86 6.82
N 2.61 -1.48 5.93
C 2.25 -1.29 4.61
C 3.16 -1.77 3.69
C 3.00 -1.63 2.31
C 1.91 -0.98 1.80
O 1.71 -0.79 0.54
C 0.91 -0.54 2.72
N -0.21 0.03 2.16
C -1.20 0.42 2.94
C -1.14 0.30 4.33
C -0.03 -0.23 4.91
C 1.05 -0.67 4.12
H 4.30 -3.30 10.01
H 3.69 -2.85 7.64
H 1.24 0.41 8.90
H 1.85 -0.04 11.28
H 4.04 -2.27 4.08
H 3.75 -2.01 1.63
H -2.08 0.81 2.46
H -1.99 0.63 4.92
H 0.04 -0.32 5.98
N -0.53 -3.31 -3.89
C -0.42 -3.33 -2.74
N -0.26 -3.42 -1.40
C -0.65 -2.40 -0.77
N -1.03 -1.47 -0.13
Cl 1.62 4.78 -0.32
C 1.32 4.09 1.28
Cl 2.45 4.76 2.44
Cl -0.35 4.48 1.78
C 1.43 2.53 1.23
O 2.06 1.94 2.06
O 0.69 2.08 0.26
*
```

The LUMO energy comes out at -0.0638 Eh.

Computed Löwdin charges, given in elementary charges: atom 1 (Pd): 1.32, atom 2 (F): 0.09, atom 3 (C): -0.26, atom 4 (C): -0.02, atom 5 (C): -0.14, atom 6 (C): -0.10, atom 7 (C): -0.20, atom 8 (F): 0.09, atom 9 (C): 0.08, atom 10 (C): -0.17, atom 11 (C): 0.02, atom 12 (C): -0.04, atom 13 (C): -0.04, atom 14 (C): -0.08, atom 15 (N): 0.00, atom 16 (H): 0.08, atom 17 (H): 0.14, atom 18 (H): 0.11, atom 19 (H): 0.12, atom 20 (H): 0.12, atom 21 (H): 0.11, atom 22 (Br): 0.74, atom 23 (C): -0.70, atom 24 (C): -0.12, atom 25 (C): -0.02, atom 26 (C): -0.25, atom 27 (C): -0.02, atom 28 (C): -0.13, atom 29 (N): 0.05, atom 30 (N): 0.06, atom 31 (C): -0.21, atom 32 (C): 0.00, atom 33 (C): 0.01, atom 34 (C): -0.36, atom 35 (O): -0.17, atom 36 (C): -0.13, atom 37 (N): 0.02, atom 38 (C): -0.08, atom 39 (C): -0.01, atom 40 (C): 0.03, atom 41 (C): -0.06, atom 42 (H): 0.10, atom 43 (H): 0.11, atom 44 (H): 0.11, atom 45 (H): 0.10, atom 46 (H): 0.12, atom 47 (H): 0.12, atom 48 (H): 0.09, atom 49 (H): 0.11, atom 50 (H): 0.10, atom 51 (N): 0.14, atom 52 (C): -0.35, atom 53 (N): 0.12, atom 54 (C): -0.31, atom 55 (N): 0.06, atom 56 (Cl): 0.62, atom 57 (C): -1.51, atom 58 (Cl): 0.64, atom 59 (Cl): 0.60, atom 60 (C): -0.75, atom 61 (O): 0.08, atom 62 (O): -0.19

---

Entry 5:
Here is a molecular structure, C30H38CoGe2N4O3Se2 at a distorted geometry from the OMol25 dataset. Energies are from ωB97M-V/def2-TZVPD.

Geometry as ORCA input:
```
! wB97M-V def2-TZVPD RIJCOSX def2/J DEFGRID3
* xyz 1 1
Co 0.31 1.15 0.00
C 2.35 2.78 2.91
C 1.97 1.34 2.56
C 2.35 0.37 3.68
O 0.56 1.27 2.27
C 2.71 0.91 1.27
O 3.92 0.88 1.26
O 1.97 0.57 0.27
H 2.05 3.02 3.93
H 1.85 3.46 2.22
H 3.42 2.91 2.82
H 1.86 0.65 4.61
H 3.42 0.40 3.83
H 2.06 -0.65 3.41
H 0.07 1.29 3.11
C 0.76 -2.46 -3.38
N 1.99 -1.95 -2.85
C 3.13 -2.66 -2.66
C 4.09 -1.78 -2.26
N 3.52 -0.55 -2.21
C 4.22 0.67 -1.89
C 2.23 -0.66 -2.54
Se 1.00 0.72 -2.64
H 0.83 -3.54 -3.46
H 0.58 -2.03 -4.37
H -0.08 -2.20 -2.72
H 3.19 -3.71 -2.84
H 5.12 -1.96 -2.02
H 5.25 0.58 -2.20
H 4.19 0.84 -0.81
H 3.74 1.50 -2.41
C -4.30 0.78 -1.54
Ge -2.98 -0.70 -1.84
C -2.39 -0.34 -3.70
C -3.93 -2.46 -1.82
Ge -1.09 -0.75 -0.07
C -2.06 -0.88 1.67
C -1.38 -1.19 2.84
C -2.05 -1.31 4.04
C -3.43 -1.13 4.09
C -4.12 -0.84 2.93
C -3.44 -0.71 1.73
C -0.01 -2.45 0.04
C 1.26 -2.45 0.60
C 1.95 -3.63 0.81
C 1.39 -4.84 0.44
C 0.13 -4.86 -0.13
C -0.57 -3.68 -0.32
H -5.14 0.61 -2.20
H -3.85 1.73 -1.83
H -4.68 0.88 -0.53
H -3.27 -0.08 -4.27
H -1.93 -1.21 -4.16
H -1.69 0.49 -3.75
H -4.78 -2.41 -2.50
H -4.29 -2.71 -0.83
H -3.28 -3.26 -2.17
H -0.31 -1.34 2.80
H -1.51 -1.57 4.94
H -3.95 -1.23 5.03
H -5.20 -0.72 2.96
H -4.01 -0.52 0.83
H 1.72 -1.52 0.89
H 2.92 -3.59 1.28
H 1.93 -5.76 0.60
H -0.32 -5.80 -0.42
H -1.57 -3.70 -0.72
Se -2.61 2.55 0.75
N -1.01 2.40 -0.02
C -0.50 3.65 -0.19
C 0.76 3.96 -0.71
C 1.13 5.27 -0.80
C 0.26 6.30 -0.40
C -0.98 6.04 0.12
C -1.38 4.69 0.25
N -2.54 4.28 0.77
H 1.42 3.16 -1.04
H 2.10 5.53 -1.20
H 0.59 7.33 -0.51
H -1.65 6.83 0.42
*
```

The LUMO energy (alpha / beta) comes out at -0.1473 / -0.1475 Eh.

Computed Löwdin charges, given in elementary charges: atom 1 (Co): 0.20, atom 2 (C): 0.01, atom 3 (C): -0.49, atom 4 (C): 0.01, atom 5 (O): -0.05, atom 6 (C): -0.56, atom 7 (O): 0.09, atom 8 (O): -0.17, atom 9 (H): 0.09, atom 10 (H): 0.08, atom 11 (H): 0.10, atom 12 (H): 0.10, atom 13 (H): 0.10, atom 14 (H): 0.09, atom 15 (H): 0.12, atom 16 (C): -0.02, atom 17 (N): -0.10, atom 18 (C): -0.02, atom 19 (C): -0.01, atom 20 (N): -0.10, atom 21 (C): -0.01, atom 22 (C): -0.64, atom 23 (Se): 0.85, atom 24 (H): 0.11, atom 25 (H): 0.10, atom 26 (H): 0.05, atom 27 (H): 0.13, atom 28 (H): 0.13, atom 29 (H): 0.11, atom 30 (H): 0.07, atom 31 (H): 0.08, atom 32 (C): -0.28, atom 33 (Ge): 0.75, atom 34 (C): -0.26, atom 35 (C): -0.24, atom 36 (Ge): 0.92, atom 37 (C): -0.36, atom 38 (C): -0.12, atom 39 (C): -0.07, atom 40 (C): -0.07, atom 41 (C): -0.07, atom 42 (C): -0.17, atom 43 (C): -0.33, atom 44 (C): -0.12, atom 45 (C): -0.08, atom 46 (C): -0.08, atom 47 (C): -0.08, atom 48 (C): -0.12, atom 49 (H): 0.03, atom 50 (H): 0.00, atom 51 (H): -0.03, atom 52 (H): 0.02, atom 53 (H): 0.00, atom 54 (H): -0.03, atom 55 (H): 0.02, atom 56 (H): 0.01, atom 57 (H): 0.00, atom 58 (H): 0.09, atom 59 (H): 0.11, atom 60 (H): 0.11, atom 61 (H): 0.11, atom 62 (H): 0.05, atom 63 (H): 0.08, atom 64 (H): 0.11, atom 65 (H): 0.11, atom 66 (H): 0.11, atom 67 (H): 0.08, atom 68 (Se): 1.27, atom 69 (N): -0.33, atom 70 (C): -0.32, atom 71 (C): -0.03, atom 72 (C): -0.04, atom 73 (C): -0.05, atom 74 (C): 0.01, atom 75 (C): -0.36, atom 76 (N): -0.21, atom 77 (H): 0.07, atom 78 (H): 0.12, atom 79 (H): 0.11, atom 80 (H): 0.12

---

Entry 6:
Here is C4H6N2OS in the gas phase at a distorted geometry from the OMol25 dataset. Energies are from ωB97M-V/def2-TZVPD.

Geometry as ORCA input:
```
! wB97M-V def2-TZVPD RIJCOSX def2/J DEFGRID3
* xyz 0 1
C 2.06 -1.48 -0.41
C -1.41 0.67 -0.21
C -2.34 -0.36 0.23
C 0.01 0.41 0.12
N 2.10 1.17 0.06
N 0.85 1.33 -0.14
O -1.73 1.64 -0.88
S 3.10 -0.40 0.16
H 2.18 -2.58 -0.10
H -2.30 -1.09 -0.58
H -3.25 0.20 0.36
H -2.07 -0.84 1.18
H 0.15 -0.64 0.31
H 2.65 1.98 -0.10
*
```

The energy relative to the best compared isomer or geometry (same formula, charge and spin) is 6.5695 eV. The LUMO energy comes out at -0.0315 Eh.

Computed Löwdin charges, given in elementary charges: atom 1 (C): -0.41, atom 2 (C): -0.48, atom 3 (C): -0.03, atom 4 (C): -0.14, atom 5 (N): -0.30, atom 6 (N): 0.00, atom 7 (O): 0.06, atom 8 (S): 0.89, atom 9 (H): 0.00, atom 10 (H): 0.11, atom 11 (H): 0.09, atom 12 (H): 0.09, atom 13 (H): 0.06, atom 14 (H): 0.07

---

- Which formula does entry 6 have?
  C4H6N2OS